1.
C53H60CsF6N8O5PS7 as an isolated structure, computed with ωB97M-V/def2-TZVPD.

CARTESIAN COORDINATES (ANGSTROEM)
Cs1 0.3944 -1.7103 0.3417
S1 -1.1617 5.1674 5.8629
C1 0.4231 5.7849 6.0489
C2 1.2684 5.2709 5.1172
C3 0.6211 4.3618 4.2340
C4 -0.7028 4.2015 4.5091
C5 -1.6635 3.3117 3.8362
C6 -1.2330 2.4933 2.7672
N1 -2.0073 1.6548 2.1237
C7 -3.2935 1.5504 2.5004
C8 -3.8357 2.3284 3.5326
C9 -5.2257 2.2059 3.8751
C10 -6.0301 1.3581 3.2045
C11 -5.5147 0.5466 2.1357
C12 -6.3343 -0.3325 1.4076
C13 -5.8045 -1.0904 0.3980
C14 -4.4191 -0.9568 0.1567
N2 -3.6256 -0.1602 0.8253
C15 -4.1561 0.6136 1.7924
C16 -6.5939 -2.0299 -0.4207
C17 -6.1398 -2.8898 -1.3779
C18 -7.1816 -3.6560 -1.9752
C19 -8.4059 -3.3636 -1.4635
S2 -8.3049 -2.1588 -0.2536
C20 -2.9813 3.2203 4.1974
H1 0.6433 6.4856 6.8396
H2 2.3212 5.5101 5.0579
H3 1.1438 3.8321 3.4471
H4 -0.2025 2.5390 2.4293
H5 -5.6142 2.8153 4.6838
H6 -7.0805 1.2707 3.4608
H7 -7.3873 -0.3992 1.6633
H8 -3.9515 -1.5502 -0.6186
H9 -5.0949 -2.9911 -1.6451
H10 -7.0143 -4.3917 -2.7501
H11 -9.3618 -3.7899 -1.7264
H12 -3.3827 3.8290 5.0025
F1 -3.0344 -4.6179 3.5505
C21 -3.4927 -4.2214 2.3613
F2 -4.0889 -3.0356 2.5068
F3 -4.3987 -5.1065 1.9385
S3 -2.0599 -4.1128 1.2128
O1 -1.2542 -3.0319 1.7157
O2 -1.4848 -5.4300 1.1814
N3 -2.8919 -3.7441 -0.1069
S4 -2.0309 -3.7032 -1.4300
O3 -0.6454 -3.4049 -1.1663
O4 -2.7319 -2.9857 -2.4580
C22 -2.0399 -5.4801 -2.0472
F4 -2.8856 -6.2422 -1.3520
F5 -2.4250 -5.5107 -3.3313
F6 -0.8223 -6.0074 -1.9669
C23 1.9294 -0.6079 -5.0818
C24 2.8015 -1.4943 -4.1774
C25 3.9821 -2.0065 -5.0054
C26 1.9038 -2.6778 -3.7764
P1 3.1529 -0.4912 -2.5637
N4 1.9257 -0.3436 -1.6678
C27 3.8809 1.2007 -3.1568
C28 4.5914 1.8454 -1.9552
C29 4.8269 1.2342 -4.3577
C30 2.6733 2.1040 -3.4175
C31 4.6204 -1.3955 -1.7059
C32 4.6770 -0.8821 -0.2549
C33 6.0086 -1.3041 -2.3440
C34 4.2429 -2.8820 -1.6018
H13 1.5009 -1.2267 -5.8804
H14 2.4928 0.1950 -5.5594
H15 1.1068 -0.1670 -4.5170
H16 3.6006 -2.4853 -5.9185
H17 4.5664 -2.7585 -4.4725
H18 4.6598 -1.2083 -5.3152
H19 1.3324 -3.0165 -4.6506
H20 1.1995 -2.3624 -3.0025
H21 2.4687 -3.5328 -3.4052
H22 5.5851 1.4353 -1.7727
H23 3.9942 1.7277 -1.0483
H24 4.7124 2.9205 -2.1467
H25 5.6890 0.5754 -4.2313
H26 5.2124 2.2561 -4.4867
H27 4.3268 0.9613 -5.2882
H28 2.0180 2.0443 -2.5454
H29 2.0919 1.8245 -4.2961
H30 3.0153 3.1405 -3.5499
H31 5.2164 0.0613 -0.1635
H32 5.1970 -1.6205 0.3697
H33 3.6684 -0.7380 0.1432
H34 6.4186 -0.2945 -2.3098
H35 6.0155 -1.6362 -3.3844
H36 6.7021 -1.9519 -1.7895
H37 3.2162 -3.0029 -1.2501
H38 4.9077 -3.3688 -0.8784
H39 4.3482 -3.4104 -2.5501
O5 1.7014 -0.8432 2.2581
C35 1.9914 -0.2150 3.4100
C36 3.0118 -1.0300 4.2417
C37 4.2426 -1.4002 3.7839
C38 4.9557 -2.2307 4.6902
C39 4.2510 -2.4825 5.8316
S5 2.7271 -1.7071 5.7949
C40 0.7088 0.0273 4.2517
C41 -0.5217 -0.5128 4.0179
C42 -1.5016 -0.1246 4.9797
C43 -1.0044 0.7170 5.9276
S6 0.6538 1.0396 5.6524
C44 2.6276 1.1568 3.0977
C45 3.4490 1.9986 3.7912
C46 3.8023 3.1609 3.0411
C47 3.2350 3.1618 1.7987
S7 2.3259 1.7386 1.5113
H40 4.6012 -1.0953 2.8082
H41 5.9432 -2.6303 4.4966
H42 4.5415 -3.0833 6.6806
H43 -0.7326 -1.1607 3.1775
H44 -2.5352 -0.4501 4.9474
H45 -1.5205 1.1743 6.7603
H46 3.7979 1.7874 4.7958
H47 4.4621 3.9412 3.4028
H48 3.3482 3.9044 1.0216
C48 -1.3341 2.3237 -1.2092
N5 -1.7374 1.0388 -1.7674
C49 -3.1281 1.1280 -2.1856
N6 -3.3431 2.1795 -3.1996
C50 -2.8966 3.4469 -2.6089
N7 -1.4958 3.4214 -2.1882
C51 -0.6810 3.0896 -3.3657
N8 -1.0508 1.8048 -3.9686
C52 -0.9007 0.7529 -2.9342
C53 -2.4627 1.8786 -4.3394
H49 -0.2848 2.2616 -0.9102
H50 -1.9395 2.5355 -0.3284
H51 -3.7524 1.3505 -1.3182
H52 -3.4370 0.1673 -2.6075
H53 -3.5224 3.6650 -1.7391
H54 -3.0297 4.2445 -3.3464
H55 0.3634 3.0507 -3.0669
H56 -0.8068 3.8801 -4.1128
H57 0.1422 0.6573 -2.6112
H58 -1.2091 -0.2047 -3.3623
H59 -2.7650 0.9200 -4.7676
H60 -2.5933 2.6594 -5.0957

Forces on the atoms, in the same order (eV/Å):
Cs 1.7150 2.6320 -0.8804
S -0.0944 0.0114 0.0558
C 0.0560 0.0416 0.0476
C -0.0133 -0.0648 -0.0751
C 0.2257 0.0251 -0.0341
C -0.2061 -0.1279 -0.1100
C 0.2633 0.1152 0.0234
C -0.0113 -0.0894 -0.1158
N 0.0885 0.0848 0.0399
C -0.0758 -0.1861 -0.1440
C -0.0520 0.0561 0.0911
C 0.0494 0.0176 0.0228
C -0.0092 -0.0302 -0.0561
C -0.1315 0.0090 0.0388
C -0.0855 0.0964 0.1705
C -0.0962 -0.2275 -0.2311
C 0.1757 -0.0104 -0.0291
N -0.0339 0.1210 0.0078
C 0.1078 0.0055 0.0700
C 0.1625 0.1781 0.1535
C 0.0350 -0.1413 -0.1130
C 0.1048 0.0393 0.0060
C -0.0534 -0.0390 -0.0228
S -0.0975 0.0593 0.0642
C -0.2130 0.0343 0.0908
H -0.0026 -0.0253 -0.0386
H -0.0299 -0.0083 -0.0047
H -0.0096 0.0359 0.0487
H -0.0174 -0.0441 0.0198
H 0.0125 -0.0013 -0.0075
H 0.0123 -0.0044 -0.0162
H -0.0011 0.0050 0.0062
H 0.0176 0.0533 -0.0005
H -0.0900 0.0073 0.0117
H -0.0013 0.0252 0.0353
H 0.0473 0.0129 0.0027
H 0.0009 -0.0203 -0.0030
F -0.0754 0.0028 0.0748
C -0.0279 0.0704 -0.1017
F 0.0002 -0.1216 0.0287
F 0.0108 0.0379 0.0710
S -0.2332 -0.1379 -0.0241
O -1.6092 -1.3628 1.0864
O -0.0737 0.0920 0.0763
N 0.4015 -0.0396 0.0690
S -0.0246 -0.1254 -0.0220
O -1.2357 -1.6845 -1.7136
O -0.0825 -0.0062 0.2055
C 0.0047 0.1037 -0.0492
F 0.0023 -0.0087 -0.0643
F 0.0496 -0.0582 0.0251
F -0.0341 -0.0724 0.0030
C 0.0255 -0.0265 -0.0052
C -0.0479 0.0403 -0.0378
C 0.0189 -0.0500 -0.0505
C -0.0244 0.0052 -0.0348
P -0.1051 0.0248 0.1154
N 0.3202 0.2577 -0.4635
C 0.0885 -0.0030 0.1102
C 0.0180 0.0170 -0.0084
C 0.0560 0.0188 -0.0340
C 0.0013 0.0206 -0.0263
C -0.0425 -0.0667 0.0699
C 0.0217 0.0081 -0.0135
C 0.0662 -0.0506 -0.0018
C 0.0196 -0.0044 -0.0048
H 0.0195 0.0215 0.0130
H -0.0305 -0.0281 0.0248
H 0.0090 -0.0171 -0.0348
H 0.0065 0.0115 0.0237
H -0.0295 0.0269 -0.0289
H -0.0424 -0.0471 0.0107
H 0.0494 -0.0057 0.0202
H 0.0158 -0.0036 -0.0315
H -0.0336 0.0460 0.0109
H -0.0386 -0.0030 -0.0055
H -0.0032 0.0172 -0.0303
H 0.0166 -0.0449 -0.0020
H -0.0454 0.0446 -0.0026
H -0.0165 -0.0260 0.0038
H 0.0293 0.0122 0.0337
H 0.0498 -0.0113 -0.0228
H 0.0227 0.0090 0.0531
H -0.0298 -0.0367 0.0060
H -0.0261 -0.0195 -0.0043
H 0.0041 0.0392 -0.0369
H 0.0278 -0.0355 -0.0149
H -0.0153 -0.0229 0.0013
H 0.0126 0.0132 0.0698
H -0.0117 0.0260 -0.0089
H 0.0186 0.0273 0.0092
H -0.0028 0.0026 -0.0269
H -0.0044 0.0175 0.0288
O 0.6794 0.6584 1.5395
C -0.0005 0.0428 0.1018
C 0.0395 0.0893 -0.1104
C 0.0831 -0.0243 0.0106
C -0.0253 0.0179 -0.0264
C 0.0451 -0.0277 -0.0268
S -0.1125 0.0520 0.0055
C 0.0240 -0.0455 -0.0161
C -0.0030 -0.0600 0.0567
C 0.0137 -0.0269 -0.0815
C -0.0328 -0.0264 0.0222
S 0.0824 0.0674 0.0199
C 0.0918 -0.1208 -0.0596
C -0.0446 0.1097 0.0276
C -0.0294 -0.0427 0.0842
C 0.0783 0.0121 0.0198
S -0.1336 -0.0756 -0.0104
H -0.0316 -0.0255 0.0553
H -0.0185 0.0121 0.0095
H -0.0004 0.0228 -0.0464
H 0.1315 0.0463 0.0771
H 0.0572 0.0146 0.0031
H 0.0162 -0.0299 -0.0621
H -0.0055 0.0040 -0.0612
H -0.0349 -0.0133 -0.0011
H 0.0200 -0.0430 0.0339
C 0.0703 -0.0269 -0.0986
N -0.0722 -0.1332 0.0256
C 0.0404 0.0147 -0.0619
N 0.0604 0.0022 -0.0034
C 0.0317 -0.0518 0.0106
N -0.0216 -0.0452 -0.0224
C -0.0421 -0.0605 0.0353
N -0.0567 0.0179 0.0582
C -0.0619 0.1050 -0.0235
C 0.0313 0.0020 0.0567
H -0.0052 -0.0021 -0.0056
H -0.0300 0.0146 0.0461
H 0.0054 0.0131 -0.0043
H 0.0067 -0.0034 0.0072
H -0.0063 -0.0017 0.0021
H 0.0007 0.0130 -0.0156
H -0.0245 0.0192 -0.0004
H -0.0165 0.0098 -0.0120
H 0.0311 -0.0170 0.0038
H -0.0080 -0.0076 -0.0203
H -0.0065 -0.0063 0.0015
H -0.0056 0.0169 -0.0073

Properties
HOMO energy, hartree: -0.0619
Total charge: -2
Total energy, Eh: -6617.89114
Frontier orbital gap, eV: 4.921
Relative energy (zero: lowest compared OMol25 entry of this formula, charge and spin), kJ/mol: 72.3

***

2.
C53H61ClN2O5P3Si2Y as an isolated structure, computed with ωB97M-V/def2-TZVPD.

CARTESIAN COORDINATES (ANGSTROEM)
Y1 0.4695 -0.6357 -0.0714
C1 -3.7822 0.3906 1.6691
Si1 -2.1170 0.7176 2.4962
C2 -1.7037 -0.8170 3.4964
C3 -2.4756 2.1177 3.7395
N1 -0.9217 1.0157 1.3295
P1 0.1044 2.1665 0.8847
C4 0.9691 1.7606 -0.4832
P2 0.6151 2.1686 -2.0770
N2 -0.1214 1.0972 -2.9856
Si2 -0.1609 0.9112 -4.6712
C5 -1.5310 -0.2929 -5.1644
C6 1.4469 0.2611 -5.3958
C7 -0.5956 2.4875 -5.6465
C8 -0.3213 3.7480 -2.2563
C9 -1.6334 3.6802 -2.7139
C10 -2.3954 4.8282 -2.8754
C11 -1.8494 6.0703 -2.5859
C12 -0.5444 6.1519 -2.1186
C13 0.2079 4.9986 -1.9505
C14 2.2355 2.5582 -2.8732
C15 3.2899 1.7005 -2.5521
C16 4.5202 1.8201 -3.1766
C17 4.7300 2.8113 -4.1289
C18 3.6948 3.6753 -4.4497
C19 2.4572 3.5443 -3.8290
C20 1.3474 2.4819 2.2187
C21 0.9998 2.5321 3.5638
C22 1.9526 2.7955 4.5380
C23 3.2743 3.0171 4.1746
C24 3.6333 2.9659 2.8348
C25 2.6760 2.6985 1.8657
C26 -0.7384 3.8054 0.9215
C27 -2.0942 3.8972 0.6299
C28 -2.7566 5.1159 0.6909
C29 -2.0691 6.2605 1.0646
C30 -0.7133 6.1820 1.3558
C31 -0.0535 4.9659 1.2782
H1 -4.5587 0.2065 2.4171
H2 -3.7168 -0.4731 1.0103
H3 -4.0944 1.2413 1.0583
H4 -2.5680 -1.1679 4.0689
H5 -0.8835 -0.6295 4.1931
H6 -1.3744 -1.6258 2.8386
H7 -3.5553 2.1928 3.8936
H8 -2.1262 3.0964 3.4098
H9 -2.0242 1.9068 4.7122
H10 -1.2864 -1.3105 -4.8631
H11 -1.6489 -0.2912 -6.2516
H12 -2.4909 -0.0084 -4.7244
H13 1.7425 -0.6409 -4.8571
H14 2.2505 0.9973 -5.3189
H15 1.3193 0.0011 -6.4511
H16 -1.6297 2.7936 -5.4723
H17 -0.4783 2.2930 -6.7168
H18 0.0428 3.3327 -5.3891
H19 -2.0418 2.7060 -2.9526
H20 -3.4168 4.7524 -3.2303
H21 -2.4392 6.9708 -2.7142
H22 -0.1151 7.1158 -1.8705
H23 1.2189 5.0678 -1.5642
H24 3.1405 0.9347 -1.7985
H25 5.3166 1.1334 -2.9179
H26 5.6937 2.9071 -4.6156
H27 3.8418 4.4519 -5.1922
H28 1.6586 4.2207 -4.1089
H29 -0.0237 2.3556 3.8613
H30 1.6635 2.8212 5.5823
H31 4.0221 3.2159 4.9334
H32 4.6655 3.1158 2.5421
H33 2.9375 2.6187 0.8157
H34 -2.6312 2.9998 0.3456
H35 -3.8111 5.1682 0.4477
H36 -2.5846 7.2121 1.1217
H37 -0.1663 7.0733 1.6399
H38 1.0041 4.9135 1.5056
O1 0.3861 -4.8384 -0.5740
C32 -0.2211 -3.7970 -0.3497
O2 0.1080 -2.9039 0.5118
C33 -1.5210 -3.5252 -1.1227
C34 -2.4671 -2.6535 -0.3011
C35 -3.8520 -2.5877 -0.9646
C36 -3.5994 -1.5805 -2.1150
C37 -2.0942 -1.3543 -1.9843
O3 -1.9424 -1.3328 -0.5440
C38 -1.3408 -2.6357 -2.4010
C39 0.1213 -2.3743 -2.8088
O4 0.5021 -2.7765 -3.9008
O5 0.8280 -1.7407 -1.9492
H39 -1.9588 -4.4894 -1.3821
H40 -2.4567 -2.8528 0.7682
H41 -4.1567 -3.5732 -1.3201
H42 -4.6110 -2.2247 -0.2714
H43 -3.8775 -1.9546 -3.0996
H44 -4.1280 -0.6434 -1.9340
H45 -1.6976 -0.4261 -2.3942
H46 -1.8279 -3.0989 -3.2593
C40 0.5327 -4.2746 5.2718
P3 0.6567 -3.8252 3.4754
C41 2.3347 -4.4510 3.0806
C42 2.7616 -4.3695 1.7513
C43 4.0496 -4.7439 1.4034
C44 4.9389 -5.1898 2.3718
C45 4.5299 -5.2630 3.6945
C46 3.2361 -4.8977 4.0452
C47 -0.4375 -5.1384 2.8080
C48 -1.8096 -4.9012 2.9187
C49 -2.7346 -5.7989 2.4102
C50 -2.2984 -6.9471 1.7611
C51 -0.9392 -7.1816 1.6281
C52 -0.0146 -6.2852 2.1470
H47 1.1806 -3.6183 5.8549
H48 0.7753 -5.3177 5.4873
H49 -0.4947 -4.0815 5.5838
H50 2.0803 -4.0103 0.9910
H51 4.3580 -4.6600 0.3698
H52 5.9505 -5.4658 2.0984
H53 5.2185 -5.6010 4.4606
H54 2.9399 -4.9620 5.0843
H55 -2.1535 -3.9841 3.3870
H56 -3.7944 -5.5902 2.4987
H57 -3.0157 -7.6411 1.3398
H58 -0.5895 -8.0538 1.0905
H59 1.0416 -6.4630 1.9994
Cl1 3.4617 -1.0231 0.2539
C53 2.2150 -0.7357 1.6047
H60 2.6046 0.1276 2.1434
H61 2.3236 -1.6121 2.2470

Forces on the atoms, in the same order (eV/Å):
Y -0.2281 -0.4630 0.0589
C 0.0360 0.0211 0.0118
Si -0.0657 0.0635 -0.1372
C -0.0220 0.0137 -0.0422
C -0.0082 -0.0665 -0.0056
N 0.1845 -0.2023 0.1925
P 0.4282 0.2744 -0.0815
C -0.5595 0.2573 -0.1379
P 0.1468 -0.0089 -0.0594
N -0.0858 0.0623 -0.0222
Si 0.0465 -0.0631 0.0495
C 0.0375 0.0539 0.0247
C -0.0592 0.0182 0.0008
C 0.0073 -0.0481 0.0177
C 0.0477 0.0135 -0.0463
C 0.0048 0.0270 -0.0135
C 0.0005 0.0420 -0.0225
C -0.0052 -0.0288 -0.0299
C 0.0165 0.0019 -0.0228
C 0.0138 -0.0055 0.0404
C 0.0149 -0.0215 0.0620
C 0.0318 -0.0095 0.0260
C -0.0022 0.0135 -0.0193
C -0.0007 -0.0025 0.0083
C 0.0038 0.0131 -0.0146
C -0.0566 0.0141 -0.0357
C -0.0328 0.0157 -0.0461
C 0.0115 -0.0288 0.0111
C 0.0112 0.0043 0.0015
C 0.0087 -0.0059 0.0010
C 0.0107 -0.0089 0.0053
C -0.0305 0.0151 -0.0279
C -0.0495 -0.0656 0.2124
C -0.0315 0.0177 -0.0753
C 0.0172 -0.0221 0.0256
C 0.0267 0.0040 0.0322
C -0.0293 0.0271 0.0172
C -0.0609 -0.0236 0.0312
H -0.0248 -0.0104 0.0214
H 0.0160 -0.0573 -0.0443
H -0.0086 0.0441 0.0027
H -0.0276 0.0022 0.0332
H 0.0446 0.0062 -0.0020
H 0.0033 -0.0250 -0.0274
H -0.0342 -0.0095 0.0115
H 0.0126 0.0365 -0.0597
H 0.0269 0.0119 0.0297
H 0.0141 -0.0682 0.0185
H -0.0028 0.0191 -0.0491
H -0.0322 0.0175 0.0207
H 0.0044 -0.0388 0.0254
H 0.0226 0.0194 0.0120
H -0.0026 -0.0008 -0.0377
H -0.0354 0.0094 0.0079
H -0.0012 -0.0162 -0.0461
H 0.0394 0.0406 0.0097
H 0.0081 -0.0237 0.0112
H -0.0141 0.0042 -0.0119
H -0.0051 0.0051 0.0093
H -0.0036 0.0059 0.0052
H 0.0283 -0.0148 -0.0208
H -0.0130 0.0261 -0.0102
H 0.0220 -0.0126 0.0022
H 0.0037 0.0010 -0.0102
H 0.0098 0.0011 -0.0013
H -0.0241 0.0006 0.0361
H -0.0284 -0.0239 0.0016
H -0.0007 -0.0005 0.0090
H 0.0069 -0.0019 0.0059
H 0.0144 0.0043 0.0012
H 0.0087 -0.0027 -0.0051
H -0.0043 -0.0296 0.0113
H -0.0075 0.0046 -0.0083
H -0.0040 0.0085 -0.0059
H 0.0060 0.0177 0.0085
H 0.0060 0.0067 0.0102
O 0.0543 -0.1243 -0.0292
C -0.0726 0.0725 0.0358
O 0.1072 0.2213 0.2145
C -0.0098 -0.0115 -0.0034
C -0.0302 -0.0537 0.1095
C 0.0385 -0.0322 -0.0079
C -0.0006 0.0480 0.0278
C -0.0096 -0.0125 -0.1710
O 0.1648 0.1878 -0.0912
C 0.0351 -0.0382 -0.0423
C -0.0390 -0.1395 0.0395
O 0.0358 -0.0022 -0.1086
O -0.0715 0.1043 -0.1090
H 0.0082 0.0078 0.0195
H -0.0050 0.0008 -0.0151
H -0.0086 0.0063 0.0029
H -0.0003 0.0053 0.0130
H 0.0104 -0.0141 -0.0046
H -0.0137 -0.0009 -0.0187
H -0.0037 -0.0186 -0.0001
H 0.0126 0.0062 0.0170
C -0.0400 -0.0359 -0.0466
P 0.1361 0.0267 0.1770
C -0.0159 -0.0221 -0.0270
C 0.0105 0.0322 0.0478
C 0.0092 0.0073 0.0045
C 0.0065 -0.0011 -0.0103
C 0.0070 -0.0054 0.0189
C 0.0011 -0.0287 0.0155
C -0.0744 0.0769 -0.0546
C -0.0063 -0.0064 0.0017
C -0.0077 0.0047 0.0053
C 0.0013 -0.0049 -0.0081
C 0.0026 -0.0122 0.0080
C 0.0082 0.0057 0.0132
H 0.0178 0.0043 0.0044
H -0.0072 0.0021 -0.0103
H -0.0156 -0.0072 -0.0111
H -0.0511 0.0193 -0.0580
H 0.0000 -0.0021 -0.0212
H 0.0033 -0.0046 -0.0010
H 0.0051 -0.0016 0.0072
H 0.0083 0.0028 -0.0002
H -0.0044 0.0141 0.0138
H -0.0058 -0.0001 0.0008
H -0.0052 -0.0052 -0.0045
H 0.0049 -0.0102 -0.0097
H 0.0225 -0.0038 -0.0038
Cl -0.0402 -0.0073 -0.0681
C 0.0344 -0.0394 0.2209
H 0.0097 -0.0461 -0.0108
H -0.0190 -0.0200 -0.0264

Properties
HOMO energy, hartree: -0.0878
Total charge: -2
Total energy, Eh: -4643.88809
Frontier orbital gap, eV: 6.508
Relative energy (zero: lowest compared OMol25 entry of this formula, charge and spin), kJ/mol: 68.3

***

Among the records above, which one has the lowest relative energy (zero: lowest compared OMol25 entry of this formula, charge and spin)? C53H61ClN2O5P3Si2Y

***

Which formula does entry 2 have? C53H61ClN2O5P3Si2Y